C18H19F3N6O2 as an isolated structure in a non-equilibrium geometry. Source: OMol25; level of theory: wB97M-V/def2-TZVPD.

Last column: natural (NBO) charge in e.
CARTESIAN COORDINATES (ANGSTROEM)
C (-3.017, -5.421, 0.390)  -0.659
C (-2.590, -4.008, 0.041)  0.421
C (-3.350, -2.778, 0.015)  -0.360
C (-2.532, -1.879, -0.325)  0.235
N (-1.356, -2.517, -0.628)  -0.281
O (-1.530, -3.767, -0.215)  -0.203
N (-2.888, -0.626, -0.279)  -0.587
C (-3.911, 0.248, -0.199)  0.659
O (-4.984, -0.207, 0.229)  -0.595
C (-3.588, 1.681, -0.271)  -0.317
N (-2.270, 2.192, -0.130)  -0.467
C (-1.759, 3.183, -1.022)  -0.166
C (-0.144, 2.600, -1.279)  -0.318
H (-0.004, 2.408, -2.108)  0.147
H (0.409, 3.685, -1.264)  0.204
C (0.284, 1.802, 0.049)  -0.031
N (1.828, 1.686, 0.015)  -0.226
C (2.611, 0.741, 0.022)  0.115
C (2.597, -0.479, -0.218)  -0.250
C (3.614, -1.287, -0.029)  -0.192
C (4.868, -0.738, -0.138)  -0.162
C (4.969, 0.725, 0.203)  -0.155
C (3.922, 1.517, 0.097)  0.029
N (3.670, 2.799, 0.290)  -0.171
N (2.489, 3.155, -0.170)  0.001
H (6.144, 1.108, 0.112)  0.245
C (6.112, -1.838, -0.048)  1.027
F (6.111, -2.352, 0.959)  -0.247
F (6.073, -2.454, -1.042)  -0.256
F (7.309, -1.053, 0.098)  -0.417
H (3.599, -2.299, -0.268)  0.211
H (1.492, -1.079, -0.358)  0.207
C (-0.206, 2.295, 1.291)  -0.438
C (-1.778, 1.912, 1.209)  -0.164
H (-2.050, 1.020, 1.702)  0.227
H (-2.223, 3.042, 1.833)  0.118
H (0.233, 1.678, 1.906)  0.219
H (0.008, 3.324, 1.706)  0.241
H (0.041, 0.847, -0.277)  0.212
H (-2.298, 3.289, -1.776)  0.184
H (-1.688, 3.972, -0.237)  0.179
H (-4.110, 2.064, -1.027)  0.240
H (-4.343, 2.238, 0.491)  0.205
H (-2.041, -0.083, -0.690)  0.390
H (-4.655, -2.688, 0.177)  0.253
H (-2.169, -5.922, 0.956)  0.232
H (-2.976, -6.093, -0.585)  0.228
H (-3.921, -5.644, 0.793)  0.234

Results
**HOMO**: -8.27 eV
**2S+1**: 1
**LUMO energy**: -0.01419 Eh
**Charge**: 0